(1)
Entry from the OMol25 dataset: 3 unconnected molecules or ions with the total composition C4H14N3O in a non-equilibrium geometry (wB97M-V/def2-TZVPD).

Computed properties:
- Molar mass: 120.2 g mol⁻¹
- Energy relative to the best compared isomer or geometry (same formula, charge and spin): 197.4 kcal per mole
- Orbital gap: 4.23 eV

Geometry as ORCA input:
```
! RIJCOSX wB97M-V def2-TZVPD def2/J DEFGRID3
* xyz 1 1
H -1.81695 1.12628 0.53533
O 0.59718 -4.30137 0.89989
C -1.03655 0.41723 0.28047
N 0.58350 3.11806 -1.84566
H 0.74569 -1.77012 -1.07960
C -0.38456 -0.34305 1.42494
H 0.39051 -5.17644 0.56336
C -0.41766 2.39048 -1.20174
H -1.37879 2.84186 -1.06603
H -0.63075 -2.32290 0.88923
H -0.75383 -2.01008 2.57740
H -1.51191 -0.37496 -0.30133
H 1.78424 1.23812 -1.38892
N -0.87637 -1.69335 1.63092
H 0.25316 3.56849 -2.69938
H 0.88663 3.90624 -1.26142
C -0.08561 1.15205 -0.67337
H -0.39548 0.09318 2.42893
N 1.23329 0.82907 -0.62739
H 1.27489 -0.24230 -0.71176
H 0.69008 -0.42664 1.11966
H 0.82797 -3.67877 0.21115
*
```



(2)
Entry from the OMol25 dataset: 2 unconnected molecules or ions with the total composition C4H10N in a non-equilibrium geometry (wB97M-V/def2-TZVPD).

Computed properties:
- Molar mass: 72.1 g mol⁻¹
- Energy relative to the best compared isomer or geometry (same formula, charge and spin): 73.7 kcal per mole
- Orbital gap: 7.04 eV

Geometry as ORCA input:
```
! RIJCOSX wB97M-V def2-TZVPD def2/J DEFGRID3
* xyz 1 1
H -1.20279 -0.63473 -0.65343
H 1.05211 -1.94004 2.19768
H 0.59166 -1.11138 0.68127
H -0.09172 -0.50236 3.47800
C -0.27206 -0.47222 2.44894
H -1.22998 -0.03624 1.94920
C -1.12388 0.34911 -0.95587
H -1.72262 0.43147 -1.90408
H 1.99769 1.03726 -2.27144
N 0.57652 -1.15336 1.73590
H -1.60126 0.96300 -0.15131
H 0.89658 0.08722 -3.09580
C 1.11596 0.61642 -2.10843
H 0.73621 1.53013 -0.29674
C 0.27758 0.83570 -1.05388
*
```



(3)
Entry from the OMol25 dataset: a molecular structure, C49H41BeCl2NP3 (wB97M-V/def2-TZVPD).

Computed properties:
- Molar mass: 816.7 g mol⁻¹
- Energy relative to the best compared isomer or geometry (same formula, charge and spin): 0.0 kcal per mole
- Orbital gap: 7.81 eV

Geometry as ORCA input:
```
! RIJCOSX wB97M-V def2-TZVPD def2/J DEFGRID3
* xyz 1 1
P 0.42759 1.04312 -2.04733
C 2.48321 -3.40356 -2.31090
H -2.21220 3.88536 -5.04624
H 5.61110 3.67139 0.76043
H -1.02353 -5.77627 -0.18751
C -1.87796 -1.47351 2.28488
Be 0.17452 0.36705 0.47723
H 0.85638 1.09487 6.02314
C -0.64030 -3.90151 0.77388
C 4.46444 0.05789 1.49255
C 2.57662 5.05824 1.56814
C 5.55059 0.58789 2.16854
C 3.78696 0.82789 0.54398
C 1.04756 -5.56160 0.33683
C 2.98211 -1.37230 -1.10976
C 1.64738 -3.49921 1.40950
C 4.31615 -1.47234 -1.51496
H 1.25563 -3.31760 3.82899
C 1.65586 -2.16672 5.58628
C 0.49503 -0.03811 4.24216
H -0.77896 5.88322 -4.76392
C -2.39334 -1.86001 3.52387
H -1.71505 -2.16571 4.31039
N 2.04970 1.20872 -1.56793
H -0.06423 4.12668 -0.30895
H -4.81863 -0.72148 0.73419
H 1.91864 -0.79645 7.21520
C 0.89388 3.72700 -2.75819
H 0.43413 -2.77361 -6.26965
C 0.09430 2.59888 -2.92009
C 0.58211 4.90287 -3.42744
H -1.67776 -3.59266 0.72983
C 4.19856 2.13163 0.29381
C 1.28632 -0.01144 -4.51144
C 0.31898 -3.07508 1.35458
H -0.78570 1.69178 2.17018
C 0.70643 2.98481 1.33587
Cl 3.76586 6.32214 1.69300
H 1.98384 -0.85135 -6.35464
C -4.63516 -1.43983 2.76111
C 2.00618 -4.74196 0.91508
H 5.76357 -2.60936 -2.61003
C -0.27163 -5.13745 0.25972
C 0.69954 4.07237 0.46009
C 5.97484 1.88323 1.89377
C 0.95999 0.13243 5.53653
H -5.70148 -1.42386 2.94764
C -2.78503 -1.07274 1.31326
C -3.75799 -1.84736 3.75736
H 1.76560 -4.15338 -2.61919
H -1.13174 -1.35446 -2.55701
C 3.80918 -3.49773 -2.70366
C 0.41768 -0.14846 -3.42888
C -1.34099 3.84301 -4.40441
H 1.95096 0.84519 -4.56980
C 1.63024 5.09588 0.55682
H 3.34291 3.98394 3.25262
H 1.60820 5.93029 -0.13323
H 0.00459 0.78325 3.73820
C -0.45499 -1.23285 -3.39170
H 2.77082 1.40565 -2.25271
H 6.07421 -0.01170 2.90338
H 4.15491 -0.96425 1.69153
Cl -2.17289 -0.58909 -0.24731
H -1.14594 -3.00824 -4.38151
C -0.45711 -2.17281 -4.41462
C -1.02701 2.66488 -3.74752
C 4.72828 -2.53528 -2.30104
C -4.15285 -1.04575 1.52256
C 0.42691 -2.03926 -5.47280
H -1.13240 2.25358 0.57111
C 1.30022 -0.95794 -5.52116
C 5.30084 2.65202 0.95828
H 3.64166 2.75596 -0.39379
C 1.68340 2.97565 2.33261
H 1.21483 5.77373 -3.30462
P -0.09731 -1.41201 1.94002
H 4.13188 -4.32358 -3.32667
C 0.61980 -1.27155 3.60264
C -0.31211 1.89189 1.20294
H 1.03660 -2.28776 -1.19547
H 1.75070 3.69760 -2.09595
H 6.82865 2.29463 2.41826
H 5.03173 -0.71625 -1.21502
C 1.18685 -2.34357 4.29217
C 2.07367 -2.34935 -1.50867
H -1.65039 1.78825 -3.89284
C -0.53508 4.96394 -4.24672
H 1.75335 2.14381 3.02296
H 2.40825 -2.85860 1.84211
C 2.59769 4.00829 2.46783
H 3.03904 -5.06336 0.96880
H 1.32785 -6.53231 -0.05326
P 2.35565 0.12475 -0.29849
H -4.13909 -2.15150 4.72413
C 1.55119 -0.92956 6.20553
H 2.09688 -3.00270 6.11483
*
```



(4)
Entry from the OMol25 dataset: 13 unconnected molecules or ions with the total composition C36H105N7O17 in a non-equilibrium geometry (wB97M-V/def2-TZVPD).

Computed properties:
- Molar mass: 908.3 g mol⁻¹
- Energy relative to the best compared isomer or geometry (same formula, charge and spin): 0.0 kcal per mole
- Orbital gap: 8.74 eV

Geometry as ORCA input:
```
! RIJCOSX wB97M-V def2-TZVPD def2/J DEFGRID3
* xyz 0 1
H 1.33110 -3.99775 3.04748
N -2.41945 -0.37416 -5.67350
H 0.16043 2.37899 0.19731
C 1.03580 -0.06739 -1.17730
H 4.31997 1.75650 5.02724
O -0.42528 5.84535 0.71101
C 3.43326 1.28356 5.48970
C -4.24994 -2.41459 -0.90243
H -3.17042 0.33068 3.34697
H 1.61549 -1.19509 2.57087
H 1.11616 -2.86520 5.10423
C -3.75058 2.35612 -1.98190
H 2.14823 -1.41495 5.19551
H 0.75347 5.54068 -1.00830
H 4.57371 0.29329 0.45489
H -3.68761 3.23892 0.85511
O -2.73576 -4.11202 0.89944
H -2.85607 -3.50889 6.95169
H 1.21187 3.70418 -2.71516
O 3.62677 1.05322 6.86723
C -2.04331 0.67363 -4.65282
C 3.64976 1.17783 -5.27524
H 5.68078 -0.70966 1.88768
C 0.26594 0.57350 2.35771
H 3.87823 3.25675 -4.83519
H 1.67084 -1.11218 -2.99043
H -1.17167 -1.67045 -1.77927
O -3.86702 2.07683 -5.14499
H -4.00755 -2.73565 1.87144
H -0.02196 0.84969 -5.32094
H -1.16075 5.50689 0.17734
H -1.98092 3.46794 0.77543
H 1.30826 -6.54479 -1.85867
H 2.00489 1.11895 -2.47424
H 4.63924 -0.03163 -6.63309
H 5.44040 1.29664 -3.99538
H 1.22822 4.36715 -4.31807
O 2.08434 2.51454 -4.09169
H 0.97047 0.60837 5.49264
H -0.08838 6.10744 4.64010
O 2.11490 -8.10881 -3.00911
O 0.22237 -1.02628 4.71550
H -3.74760 3.30545 -2.52810
O 0.14567 3.60275 4.28961
C -2.94681 -1.81062 3.38308
H -2.71542 -1.45836 0.26866
C 3.40684 -4.69240 -2.05623
H -4.09202 3.69491 -6.36734
H 2.15485 2.21078 4.08229
H -4.80926 -2.76759 -0.04486
H -2.77838 5.82887 1.15547
O 0.54830 0.81787 0.98946
H -2.13254 2.76157 -4.35163
C 3.07104 2.56328 -5.11099
H 1.96757 -0.57566 0.68927
N -4.13748 -1.94225 2.51929
C -3.05981 -0.45836 4.09285
H -1.87185 1.01182 0.38466
C 1.85019 3.82510 -3.59119
H -2.30316 -1.74800 7.06927
O 0.28025 3.20434 -0.33361
C -2.95295 -2.95742 4.38944
H -0.54421 -1.61850 4.87472
N 4.24189 0.90229 -6.60738
H 1.10764 0.23222 2.95906
H -1.78337 -0.25148 -6.46767
C -2.12775 -2.75080 6.66900
H -4.10229 -1.11445 1.92531
H 3.35234 0.36174 4.88856
H -4.01213 -0.43873 4.63149
C -2.07987 -5.30205 1.27526
O -1.15574 5.41080 6.22873
H 2.59125 2.90460 -6.03622
H -2.79188 -6.13127 1.26648
H 0.29711 -1.21690 0.42934
O 1.02595 1.56824 5.67844
H 2.89250 -2.17737 3.15395
O -1.85755 -2.82886 5.29144
C 0.79180 5.46304 0.08698
H -4.48760 5.42145 0.74432
H -2.14973 -4.10455 -1.06584
H 1.55274 -6.28327 -3.56920
H 2.42862 -1.66468 -1.38802
H 2.72963 -4.47959 -1.23194
C 2.00205 -6.74494 -2.68187
C 2.06095 -8.98087 -1.91811
H 3.87004 -6.77294 -1.71949
H -2.84229 -3.90133 3.85450
H 1.25095 3.84623 1.47068
H -3.60325 6.61155 -0.27195
C -3.51341 5.73350 0.35523
C -4.35811 3.37471 -5.35615
H -1.23281 4.46834 3.01850
H -1.26158 -5.58923 0.60620
N 4.21511 -6.31485 -3.70781
C 3.40243 -6.15021 -2.49415
H -1.93600 3.71469 4.41914
H -0.12698 1.52298 2.72527
H -0.56128 -0.13935 2.46376
H -2.62842 -1.80677 -2.57260
H -3.99441 4.08388 -4.60309
C 1.16665 4.02772 0.39863
N 1.91144 1.07727 -1.46349
H 3.77362 -5.77228 -4.45797
C 2.21900 2.11298 5.18115
O 4.61293 0.91300 -0.31730
O -3.07677 4.68044 -0.50386
O 4.72549 -0.60637 2.02213
N -2.66016 1.05595 -0.25699
H -0.59914 6.04075 6.68218
H 2.49732 -8.56409 -1.00298
C -2.88009 3.44522 0.13628
H -2.02690 2.31877 -6.09528
H 1.53912 6.19491 0.40083
H 4.43564 -4.44785 -1.80093
H 3.67121 1.04703 -0.58546
H -4.75308 2.29518 -1.55090
H 2.75161 0.53384 -5.26763
H -1.64806 -5.19955 2.27444
C -2.07999 -3.44865 -0.17682
H -2.04992 -1.80897 2.74453
H 1.42994 1.92924 -1.17347
C -2.46980 2.05520 -5.12829
C -2.67891 2.37095 -0.90545
H -0.00401 0.17415 -1.44243
H -3.93166 -2.87433 4.87096
H -1.18551 -3.01469 7.16736
H -0.21468 -0.37920 -4.00973
H 4.63990 0.17552 2.58952
H 2.26415 3.16089 5.48102
C 1.56182 -1.28228 -1.92427
H -3.29252 -0.02449 -6.09216
H -2.22605 -0.30880 4.77008
H 0.06213 3.24103 5.18392
N -2.16804 -1.51072 -1.71910
H -3.57723 1.58252 -2.73006
H -1.83490 6.33855 4.49845
C 1.78876 -2.08217 3.17048
H 4.38559 0.46968 6.96071
C -2.78394 -2.16089 -0.56421
H 2.76541 4.38368 -3.40525
H 3.98574 0.84825 -3.17644
C -0.54263 0.57495 -4.39778
C 1.36938 -1.91832 4.61943
H 0.80766 -2.08049 -1.84366
C 0.96024 -0.34842 0.31006
C 4.52867 0.69927 -4.11948
H -5.43994 3.36884 -5.23528
H -4.32681 -3.12158 -1.73338
H 5.10154 1.46035 -6.68548
C -1.07394 4.30822 4.08591
H -1.71460 2.49597 -1.40866
H 4.04878 -7.27076 -4.03202
H 1.04036 -9.29657 -1.68925
H 3.12126 -4.10391 -2.93347
H -4.67599 -1.47613 -1.26677
H -1.00710 -3.33583 0.03547
H -0.31271 1.41036 -3.72371
H 4.82267 -0.33949 -4.23970
O 1.25767 -3.21752 2.49146
H -2.57831 0.25549 -0.91172
H 2.17611 3.93905 -0.04060
C -1.06006 5.62617 4.80169
H -2.60225 0.46812 -3.73464
H 2.66583 -9.84661 -2.18368
*
```



(5)
Entry from the OMol25 dataset: a gas-phase ion, C8H14FIN (charge +1) in a non-equilibrium geometry (wB97M-V/def2-TZVPD).

Computed properties:
- Molar mass: 270.1 g mol⁻¹
- Energy relative to the best compared isomer or geometry (same formula, charge and spin): 44.9 kcal per mole
- Orbital gap: 8.82 eV
- SMILES: CC[C@]1(C)/[N+](=C/F)[C@@]1(I)CC

Geometry as ORCA input:
```
! RIJCOSX wB97M-V def2-TZVPD def2/J DEFGRID3
* xyz 1 1
H -0.39886 2.22430 -1.31364
H -1.63539 1.35618 -0.27578
C 0.99927 0.83796 -1.89063
H -0.71532 -1.25089 3.44423
H -1.56140 -0.24416 -1.25642
C 0.98928 0.16655 -0.52431
F 1.37368 -2.92085 -1.38604
C -0.23606 -0.03654 0.31627
H 0.88948 3.17844 -2.13223
C -0.38497 0.11084 1.82351
H -1.46744 -1.80779 1.91176
H -0.42480 -2.99257 -0.52775
H 0.25873 -1.84688 2.31111
C -1.57253 0.28957 -0.27439
H -1.26067 0.79400 2.05516
H -2.37813 -0.08804 0.32118
N 0.45541 -1.14030 -0.37078
C 0.49126 -2.38501 -0.59816
H 0.46217 0.64268 2.22993
C -0.67113 -1.28486 2.42393
C 0.67513 2.37439 -1.44296
I 2.79229 0.37492 0.60231
H 1.87006 0.72864 -2.35636
H 0.24498 0.37485 -2.54085
H 1.20498 2.54456 -0.54910
*
```